Entry from OMol25: a cluster of 3 separate species, C8H11N3O6 in total at a distorted geometry (the ωB97M-V functional and the def2-TZVPD basis).

XYZ file:
```
28
Properties=species:S:1:pos:R:3:nbo_charge:R:1
O -1.939 -5.682 3.450 -0.35
N -1.489 -5.783 2.356 0.53
O -1.706 -6.747 1.623 -0.39
C -0.654 -4.668 1.876 0.03
C 0.463 -4.884 1.102 -0.18
C 1.260 -3.832 0.690 -0.21
C 0.870 -2.571 0.956 -0.19
C -0.258 -2.331 1.727 -0.20
C -1.053 -3.389 2.125 -0.20
H 0.729 -5.899 0.846 0.24
H 2.131 -4.137 0.128 0.23
H 1.442 -1.740 0.571 0.22
H -0.531 -1.315 1.970 0.22
H -1.862 -3.228 2.822 0.24
C 0.203 3.844 -4.609 -0.49
N -0.598 2.795 -4.002 0.52
O -1.864 2.809 -4.181 -0.42
O 0.029 2.001 -3.380 -0.34
H -0.561 4.621 -4.642 0.23
H 0.385 3.518 -5.633 0.24
H 1.028 4.063 -3.932 0.24
C 0.012 4.930 1.092 -0.50
N 1.342 4.308 1.354 0.52
O 1.736 4.006 2.506 -0.37
O 2.013 4.224 0.341 -0.36
H -0.662 4.075 1.040 0.24
H -0.085 5.298 0.070 0.24
H -0.381 5.715 1.737 0.24
```

Output
Kohn-Sham gap (Ha): 0.3619
Energy (hartree): -926.8214
E_HOMO (eV): -10.029